C4H9N2S | ωB97M-V/def2-TZVPD

XYZ file:
```
16
C4H9N2S ωB97M-V/def2-TZVPD
C 1.42007 0.56640 0.59841
C -1.19625 0.37469 0.67631
C -0.57917 1.79501 0.71809
C 0.37741 -2.38317 -1.63329
N -0.28569 -0.48149 -0.09460
N 0.83517 1.69548 0.76150
S -0.62981 -2.04487 -0.15508
H 2.52167 0.27752 0.59078
H -1.32487 -0.04891 1.74279
H -2.14732 0.60510 0.09094
H -1.07192 2.44629 0.01058
H -0.91589 2.23282 1.61461
H 0.65446 -1.44723 -1.97536
H -0.21627 -2.95772 -2.33721
H 1.10114 -3.10225 -1.49429
H 1.45728 2.47234 0.88580
```

Multiplicity: 1
Orbital gap (alpha / beta): 7.7 / 7.7 eV
Relative energy (zero: lowest compared OMol25 entry of this formula, charge and spin): 122.6 kcal/mol
Total charge: +1

Results of the Löwdin charge analysis, in e, for atoms 1 through 8:
1. C 0.20
2. C -0.25
3. C -0.16
4. C -0.29
5. N -0.45
6. N 0.02
7. S 0.99
8. H 0.14



C6H15CsN | ωB97M-V/def2-TZVPD

XYZ file:
```
23
C6H15CsN ωB97M-V/def2-TZVPD
Cs 2.30695 -1.52274 -0.09408
C -0.00843 -1.03928 -2.08492
C -0.50391 -0.81820 -0.66841
N 0.44902 -0.05233 0.12874
C -0.07294 0.00880 1.49108
C -0.04290 -1.29497 2.30090
C 0.70179 1.34870 -0.34922
C -0.55648 2.21441 -0.62058
H -0.68431 -1.70698 -2.61921
H 0.96508 -1.52927 -2.06757
H 0.10731 -0.10621 -2.63635
H -1.53466 -0.46391 -0.65709
H -0.60005 -1.78108 -0.16670
H 0.49129 0.74985 2.05728
H -1.09743 0.37707 1.54481
H -0.74007 -2.00921 1.86283
H 0.95908 -1.70363 2.17000
H -0.21893 -1.12629 3.36328
H 1.31759 1.35927 -1.24855
H 1.27646 1.82050 0.44781
H -0.21966 3.13570 -1.09584
H -1.10971 2.43564 0.29216
H -1.18514 1.70413 -1.35031
```

Multiplicity: 1
Orbital gap: 9.7 eV
Relative energy (zero: lowest compared OMol25 entry of this formula, charge and spin): 34.2 kcal/mol
Total charge: +1

Results of the Löwdin charge analysis, in e, for atoms 1 through 8:
1. Cs 1.48
2. C -0.12
3. C -0.34
4. N -0.59
5. C -0.29
6. C -0.09
7. C -0.24
8. C -0.05



C5H11N | ωB97M-V/def2-TZVPD

XYZ file:
```
17
C5H11N ωB97M-V/def2-TZVPD
C -0.62704 0.45918 -2.36982
C -0.54800 0.64363 -0.76768
C 0.78898 0.75325 0.05195
N 0.58184 -0.51868 0.73591
C 0.61468 -0.52545 2.24104
C -0.68573 -0.85544 0.06992
H -0.19032 -0.49304 -2.77123
H -1.76466 0.09688 -2.48038
H -0.33709 1.32131 -2.89506
H -1.31675 1.46915 -0.57141
H 0.65609 1.46121 0.93223
H 1.67289 0.88208 -0.63840
H 0.39943 0.46947 2.76759
H 0.04313 -1.33001 2.64024
H 1.66656 -0.72655 2.50788
H -0.55813 -1.52626 -0.72246
H -1.60148 -0.84457 0.72716
```

Multiplicity: 1
SMILES: CC1CN(C)C1
Orbital gap: 9.2 eV
Relative energy (zero: lowest compared OMol25 entry of this formula, charge and spin): 67.4 kcal/mol

Results of the Löwdin charge analysis, in e, for atoms 1 through 8:
1. C -0.09
2. C -0.25
3. C -0.18
4. N -0.24
5. C -0.09
6. C -0.10
7. H 0.06
8. H 0.11



C19H22N2O5S | ωB97M-V/def2-TZVPD

XYZ file:
```
49
C19H22N2O5S ωB97M-V/def2-TZVPD
C 1.79763 -1.62401 -7.19376
C 1.45312 -1.93169 -5.95863
C 2.03121 -1.27824 -4.73854
N 0.99436 -0.67499 -3.92573
C 0.93129 0.64281 -3.67759
O 1.73994 1.45951 -4.06076
C -0.29148 1.04830 -2.83962
O -0.77472 0.02720 -1.99217
C -0.01688 -0.34902 -0.92706
C 1.25860 0.13905 -0.64963
C 1.93326 -0.31721 0.46955
C 1.34898 -1.25511 1.29508
S 2.19531 -1.72204 2.80007
O 1.47164 -2.77870 3.43565
O 3.59686 -1.89179 2.55954
N 2.07127 -0.31743 3.72130
C 0.86759 0.39406 3.65758
C -0.33274 -0.28564 3.81402
C -1.54088 0.37705 3.69536
C -1.57019 1.74245 3.42873
O -2.69244 2.50323 3.28974
C -3.95811 1.87749 3.22781
C -4.19990 1.17202 1.89591
C -0.36093 2.42843 3.30726
C 0.84207 1.76380 3.41173
C 0.08988 -1.75719 1.02247
C -0.59271 -1.30725 -0.08750
H 1.36525 -2.11875 -8.04654
H 2.53441 -0.86612 -7.40116
H 0.70872 -2.69366 -5.76444
H 2.56652 -2.02327 -4.13602
H 2.71974 -0.47773 -5.01596
H 0.25074 -1.27029 -3.59207
H -0.05289 1.96014 -2.28117
H -1.11663 1.26807 -3.52411
H 1.73232 0.86205 -1.29379
H 2.92478 0.04098 0.69753
H 2.90210 0.24760 3.63058
H -0.30631 -1.34143 4.02804
H -2.45028 -0.18802 3.82248
H -4.66977 2.69914 3.34735
H -4.09100 1.18391 4.06710
H -4.10732 1.88459 1.08015
H -3.47361 0.37763 1.74067
H -5.19975 0.74704 1.88243
H -0.39144 3.48997 3.11987
H 1.76954 2.30769 3.30515
H -0.32990 -2.49901 1.68178
H -1.57724 -1.67562 -0.32870
```

Multiplicity: 1
SMILES: C=CCNC(=O)COc1ccc(S(=O)(=O)Nc2ccc(OCC)cc2)cc1
Orbital gap: 8.7 eV
Relative energy (zero: lowest compared OMol25 entry of this formula, charge and spin): 62.8 kcal/mol

Results of the Löwdin charge analysis, in e, for atoms 1 through 8:
1. C 0.01
2. C -0.17
3. C -0.18
4. N 0.08
5. C -0.50
6. O 0.07
7. C -0.09
8. O -0.05



C24H21AuClNO4P2 | ωB97M-V/def2-TZVPD

XYZ file:
```
54
C24H21AuClNO4P2 ωB97M-V/def2-TZVPD
Au 0.47274 -2.94225 1.24619
O 2.91248 -1.17383 4.05034
Cl 2.96816 -0.97359 2.66593
O 4.01764 -0.13060 2.21845
O 2.87098 -2.17883 1.89666
O 1.63937 -0.16679 2.28542
N -0.46079 0.14133 0.37682
P -0.92291 -1.54057 0.09534
C -2.59567 -1.57224 0.70385
C -2.95665 -2.41188 1.75615
C -4.25558 -2.37948 2.24048
C -5.18368 -1.51931 1.67271
C -4.82886 -0.68920 0.61255
C -3.53676 -0.71260 0.12205
C -0.94652 -1.75897 -1.67467
C -1.13088 -3.06006 -2.14207
C -1.22681 -3.28406 -3.50522
C -1.12820 -2.21842 -4.39193
C -0.93784 -0.92543 -3.92399
C -0.83369 -0.69007 -2.56144
P 0.95243 0.75695 0.97030
C 0.64110 2.47010 1.23162
C 0.71933 3.31880 0.11867
C 0.39275 4.65080 0.28652
C -0.00162 5.12745 1.53291
C -0.05679 4.28466 2.63338
C 0.26823 2.94561 2.49332
C 2.32930 0.45106 -0.05755
C 2.47228 -0.69095 -0.86446
C 3.60835 -0.83800 -1.63090
C 4.61064 0.12619 -1.58275
C 4.49104 1.24091 -0.76157
C 3.37226 1.39400 0.03107
H -1.23301 0.60671 0.85527
H -2.22864 -3.08603 2.19286
H -4.54260 -3.02449 3.05976
H -6.19543 -1.49520 2.05527
H -5.56367 -0.03200 0.16790
H -3.26658 -0.08476 -0.72073
H -1.20097 -3.89080 -1.44774
H -1.37459 -4.28906 -3.87674
H -1.19125 -2.40065 -5.45671
H -0.87746 -0.10019 -4.62068
H -0.67735 0.31536 -2.19053
H 1.01828 2.94655 -0.85271
H 0.44675 5.32124 -0.56050
H -0.27018 6.16969 1.64338
H -0.34414 4.66849 3.60249
H 0.23926 2.28774 3.35075
H 1.71766 -1.46314 -0.88922
H 3.72155 -1.70985 -2.26064
H 5.50437 -0.00102 -2.17993
H 5.28011 1.97905 -0.72675
H 3.30205 2.23166 0.71096
```

Multiplicity: 1
Orbital gap: 7.9 eV
Total charge: +2

Results of the Löwdin charge analysis, in e, for atoms 1 through 8:
1. Au 0.74
2. O -0.16
3. Cl 0.82
4. O -0.20
5. O -0.33
6. O -0.43
7. N -0.20
8. P 0.86



C48H75F6FeO48 | ωB97M-V/def2-TZVPD

XYZ file:
```
178
C48H75F6FeO48 ωB97M-V/def2-TZVPD
Fe -5.67491 29.48600 12.74014
C -6.79522 26.11695 10.51994
C -6.35340 27.34468 11.29133
O -6.89479 28.44825 11.23194
O -5.34433 27.30814 12.05444
H -7.49123 26.38914 9.72648
H -7.12744 25.34305 11.21190
H -5.91065 25.78490 9.97646
C -8.51354 29.13340 15.58825
C -7.45155 29.48369 14.53464
O -6.26964 29.08511 14.60937
O -7.51888 30.12673 13.50313
H -8.82417 28.09092 15.65789
H -9.41487 29.69068 15.33302
H -8.22249 29.45743 16.58744
C -4.01209 32.88843 11.14422
C -4.71282 31.66903 11.70815
O -4.85867 30.59597 11.14688
O -5.01658 31.46921 12.89040
H -4.75610 33.67074 10.99404
H -3.61762 32.48547 10.21143
H -3.18378 33.18013 11.78991
C -6.37428 21.21019 14.62659
C -5.68422 19.96084 14.09686
O -4.78161 19.68094 15.10861
C -4.63425 20.79935 15.94609
O -3.68529 20.86653 16.69961
O -5.44921 21.72231 15.57495
F -5.11097 20.15248 12.91386
H -7.34067 20.98903 15.07966
H -6.60831 21.93148 13.84361
H -6.44225 19.17775 14.08058
C -9.89198 22.92312 4.79389
C -11.05581 23.93114 5.02425
O -10.67373 24.53656 6.24634
C -9.41648 24.46745 6.39798
O -8.89485 25.08615 7.28858
O -8.89503 23.58118 5.45780
F -12.22569 23.33654 5.23883
H -9.57557 22.78096 3.76057
H -10.10049 21.94580 5.22917
H -11.19121 24.56968 4.15129
C -9.60143 28.74458 8.46381
C -10.90767 29.00167 7.82290
O -10.65268 29.90898 6.82626
C -9.40011 29.81197 6.49226
O -8.90738 30.33587 5.50043
O -8.72444 29.11654 7.46133
F -11.68731 29.65156 8.66093
H -9.43013 27.76226 8.90404
H -9.59216 29.44022 9.30291
H -11.42225 28.11372 7.45570
C -2.20180 24.73349 5.63175
C -1.47972 24.77776 6.97352
O -2.61064 24.90527 7.79087
C -3.71192 24.35102 7.23224
O -4.83761 24.25235 7.71755
O -3.36590 24.00670 5.98433
F -0.74596 25.92722 7.08026
H -1.64574 24.23969 4.83485
H -2.48931 25.73313 5.30591
H -0.95918 23.83513 7.14257
C -4.86973 23.14162 11.53461
C -3.40222 23.42443 11.38853
O -3.06709 23.45647 12.78195
C -4.13451 23.94734 13.45930
O -4.18056 24.26820 14.63679
O -5.23971 23.73459 12.72474
F -3.09233 24.57442 10.79198
H -4.76887 22.05681 11.50128
H -5.43964 23.42451 10.64957
H -2.90785 22.64544 10.80812
C -8.80991 21.72315 8.70403
C -7.45373 22.47065 8.84068
O -6.70725 21.54399 9.71583
C -7.67024 20.98877 10.55183
O -7.50591 20.49998 11.63978
O -8.84826 21.19096 10.07677
F -7.68950 23.61321 9.38300
H -8.73533 21.03653 7.86077
H -9.67951 22.36105 8.54595
H -7.11746 22.54706 7.80666
C -0.71512 30.56520 14.77261
O -2.02992 30.45419 14.18574
C -2.62168 29.23019 13.87880
O -3.80619 29.15603 13.42350
O -1.75798 28.19568 14.22523
C -2.18574 26.82820 14.01208
H -0.76923 30.10268 15.75813
H -0.35903 31.59231 14.85211
H 0.04388 30.07282 14.16468
H -2.46518 26.73758 12.96241
H -2.89174 26.51671 14.78190
H -1.30713 26.21341 14.20747
C -0.14946 28.37015 11.10244
O -1.56588 28.19162 10.87032
C -2.05327 28.74566 9.73338
O -1.41516 29.37281 8.94251
O -3.36711 28.38382 9.67900
C -4.20231 28.76379 8.58568
H 0.38291 27.77170 10.36317
H 0.01394 28.12756 12.15247
H 0.20490 29.40001 11.14647
H -3.97741 29.79481 8.31270
H -5.18832 28.72105 9.04834
H -4.18752 28.03104 7.77885
C -6.96946 32.38492 7.52260
O -8.34120 32.55261 7.66305
C -8.90608 32.42039 8.92345
O -10.11010 32.55753 9.13643
O -7.94404 32.43610 9.86014
C -8.22881 32.56746 11.23254
H -6.34057 33.21863 7.83488
H -6.75964 32.20616 6.46802
H -6.55977 31.53330 8.06574
H -8.70457 33.53025 11.41903
H -7.29817 32.51358 11.79744
H -8.76014 31.68410 11.58675
C -13.82338 25.59348 7.96292
O -12.94128 24.66428 8.58909
C -12.06911 25.03763 9.44400
O -11.78503 26.17268 9.75391
O -11.63795 23.86336 9.99895
C -10.58683 23.89814 10.97495
H -14.49218 25.11636 7.24658
H -13.22030 26.36237 7.48003
H -14.32503 26.11256 8.77963
H -10.59558 22.91060 11.43624
H -10.70652 24.71920 11.68181
H -9.62980 24.07473 10.48402
C 0.00702 25.29204 9.95753
O 0.33801 25.23072 11.35239
C 1.60580 25.08324 11.87840
O 1.84141 25.36278 13.01571
O 2.44332 24.54069 10.94670
C 3.69937 24.09529 11.28346
H -0.93739 25.80075 9.76416
H -0.14609 24.24938 9.67913
H 0.79091 25.86801 9.46573
H 3.75981 23.38199 12.10543
H 4.29561 25.00414 11.36470
H 4.14651 23.51779 10.47435
C -6.35640 26.39008 5.83501
O -7.28384 26.71386 4.76823
C -7.32461 26.03841 3.56548
O -6.37363 25.35948 3.07418
O -8.49466 26.18673 3.03642
C -8.74197 25.66152 1.74640
H -6.55901 27.12619 6.61295
H -5.32018 26.41805 5.49805
H -6.46625 25.38604 6.24480
H -8.24247 24.72826 1.48638
H -8.69594 26.36219 0.91271
H -9.78560 25.35769 1.82773
C -7.88964 24.68764 14.18196
O -9.32131 24.69693 14.51157
C -10.11150 25.65166 14.03634
O -11.34320 25.65933 14.23483
O -9.36477 26.63525 13.30244
C -10.10931 27.61449 12.52937
H -7.70633 24.68602 13.10749
H -7.60101 23.69661 14.53221
H -7.31378 25.43473 14.72815
H -10.57126 27.30384 11.59226
H -9.67164 28.60883 12.44077
H -10.93276 27.78939 13.22179
C -5.50980 26.41878 17.23448
O -4.29100 26.38152 17.94889
C -3.46457 27.46965 18.11138
O -3.65078 28.64573 17.72305
O -2.43519 27.04807 18.93292
C -1.37457 28.02785 19.01107
H -5.18210 26.51702 16.19956
H -6.01532 27.32535 17.56716
H -6.10901 25.52067 17.38437
H -0.42373 27.67290 19.40856
H -1.80057 28.93904 19.43104
H -1.05222 28.31110 18.00909
```

Multiplicity: 6
Orbital gap (alpha / beta): 9.2 / 8.7 eV

Results of the Löwdin charge analysis, in e, for atoms 1 through 8:
1. Fe 1.19
2. C 0.03
3. C -0.68
4. O -0.03
5. O -0.04
6. H 0.08
7. H 0.06
8. H 0.08



no.,electronic energy (eV)
1,-18098.210
2,-8496.660
3,-6850.607
4,-44111.909
5,-69678.465
6,-199960.657